Record 1
# C29H29NP2PdS2

A structure of composition C29H29NP2PdS2 at a distorted geometry (the ωB97M-V functional and the def2-TZVPD basis, OMol25).

Geometry as XYZ:
```
64
Properties=species:S:1:pos:R:3:forces:R:3:mulliken_charge:R:1
Pd -0.2892 -0.0770 0.4514 -0.145 -0.635 0.521 -1.367
C -0.2982 -4.3519 -1.4121 -0.061 0.123 -0.059 -1.588
C -0.5634 -3.0542 -0.6781 -1.166 -0.390 0.698 0.746
S 0.4295 -1.7396 -1.0916 0.105 0.655 0.000 -0.433
C -1.5725 -2.9737 0.2746 0.825 -0.737 -1.013 0.545
C -2.3895 -4.1823 0.6763 0.034 0.224 0.095 -1.307
S -2.0058 -1.5108 1.0248 0.460 0.476 0.240 -0.342
H 0.6072 -4.2663 -2.0075 0.018 -0.026 -0.026 0.405
H -1.1260 -4.6068 -2.0785 0.013 -0.027 -0.008 0.328
H -0.1680 -5.1794 -0.7128 0.049 0.002 -0.008 0.347
H -2.1062 -5.0769 0.1286 0.000 -0.003 -0.011 0.350
H -3.4501 -3.9994 0.5007 -0.048 -0.055 0.000 0.304
H -2.2696 -4.3769 1.7443 -0.018 -0.030 0.027 0.258
C 2.4341 2.5994 2.5018 -0.129 0.070 0.011 -1.212
N 1.6147 1.6454 1.7667 0.056 -0.181 0.234 0.090
P 0.7908 0.2870 2.4220 0.224 0.602 -0.452 1.133
C 0.2710 0.8270 4.0763 -0.156 -0.016 -0.103 0.447
C 0.9205 0.4518 5.2479 0.021 0.014 -0.010 -0.321
C 0.4841 0.9467 6.4701 0.011 0.002 -0.010 -0.702
C -0.5947 1.8165 6.5250 0.010 -0.009 -0.004 -0.442
C -1.2487 2.1918 5.3578 0.026 -0.010 0.007 -0.743
C -0.8227 1.6917 4.1387 0.027 -0.008 0.012 -0.370
C 2.0824 -0.9506 2.7254 -0.318 -0.239 0.035 0.606
C 1.6585 -2.2155 3.1379 -0.031 0.038 -0.010 -0.097
C 2.5762 -3.2362 3.3182 0.042 0.023 0.000 -0.740
C 3.9250 -3.0058 3.0728 -0.037 0.007 -0.002 -0.450
C 4.3484 -1.7555 2.6489 -0.002 0.016 0.016 -0.855
C 3.4295 -0.7289 2.4742 0.030 0.063 0.000 -0.048
P 0.8081 1.8998 0.2861 0.259 0.407 -0.086 1.184
C -0.1467 3.4395 0.5373 -0.039 -0.177 -0.052 0.232
C -1.5075 3.3077 0.8050 -0.042 0.043 -0.057 -0.599
C -2.2774 4.4239 1.1022 0.015 0.019 -0.006 -0.581
C -1.6904 5.6808 1.1282 0.016 -0.015 -0.001 -0.469
C -0.3358 5.8220 0.8539 0.014 -0.020 -0.001 -0.724
C 0.4341 4.7069 0.5573 0.011 0.009 0.067 -0.347
C 2.1058 2.4126 -0.8764 -0.044 -0.093 -0.041 0.610
C 1.7890 3.2077 -1.9776 0.021 -0.008 0.036 -0.616
C 2.7492 3.4875 -2.9377 -0.007 0.000 0.027 -0.664
C 4.0330 2.9748 -2.8077 -0.011 0.003 0.006 -0.476
C 4.3510 2.1723 -1.7217 0.004 0.019 -0.002 -0.686
C 3.3891 1.8863 -0.7640 0.023 -0.055 -0.001 -0.292
H 1.8312 3.4029 2.9357 0.001 -0.005 -0.006 0.261
H 3.1783 3.0415 1.8363 0.001 -0.010 -0.002 0.406
H 2.9562 2.0917 3.3132 -0.004 -0.008 0.000 0.446
H 1.7656 -0.2238 5.2062 -0.005 -0.006 0.016 0.366
H 0.9903 0.6528 7.3805 0.002 -0.004 -0.003 0.402
H -0.9302 2.1990 7.4803 -0.006 0.001 -0.003 0.379
H -2.0942 2.8658 5.4022 -0.003 -0.002 -0.016 0.420
H -1.3348 1.9693 3.2243 -0.015 -0.013 0.008 0.329
H 0.6000 -2.3985 3.2941 0.005 -0.028 -0.013 0.399
H 2.2419 -4.2158 3.6340 -0.014 0.006 -0.005 0.407
H 4.6433 -3.8050 3.2014 -0.001 -0.002 0.000 0.393
H 5.3970 -1.5777 2.4474 -0.004 0.005 0.002 0.425
H 3.7648 0.2419 2.1332 0.003 -0.012 -0.016 0.158
H -1.9564 2.3200 0.7655 -0.008 0.013 0.008 0.370
H -3.3353 4.3140 1.3033 0.002 -0.011 -0.006 0.446
H -2.2882 6.5543 1.3547 -0.004 -0.003 0.002 0.395
H 0.1213 6.8031 0.8695 0.000 -0.002 0.000 0.405
H 1.4885 4.8258 0.3379 0.001 -0.004 -0.007 0.448
H 0.7875 3.6068 -2.0825 0.003 0.007 -0.030 0.458
H 2.4944 4.1045 -3.7895 -0.003 -0.001 0.002 0.406
H 4.7825 3.1941 -3.5570 -0.003 -0.001 -0.001 0.387
H 5.3476 1.7609 -1.6263 -0.005 -0.006 0.011 0.426
H 3.6284 1.2326 0.0663 -0.002 0.008 -0.010 0.349
```
Positions in Å, forces in eV/Å.

The lowest unoccupied orbital energy (alpha / beta) is -0.52 / -0.54 eV. The gap between HOMO and LUMO (alpha / beta) comes out at 5.64 / 5.60 eV.


Record 2
# C29H29NS4TeW

A structure of composition C29H29NS4TeW at a distorted geometry (the ωB97M-V functional and the def2-TZVPD basis, OMol25).

Geometry as XYZ:
```
65
Properties=species:S:1:pos:R:3:forces:R:3:mulliken_charge:R:1
W 0.6425 0.7088 0.1563 -0.633 0.001 0.297 -0.914
S 0.4942 0.6989 2.6016 0.868 -0.321 -0.941 -0.430
C -1.0622 1.3861 2.9584 -0.662 0.284 0.074 0.784
C -1.4636 1.4922 4.2956 0.098 -0.021 -0.176 -0.666
C -2.6835 2.0374 4.6309 -0.125 0.093 -0.004 -0.560
C -3.5367 2.5176 3.6436 -0.015 0.033 -0.015 -0.686
C -3.1585 2.4242 2.3180 -0.005 -0.031 0.193 -0.512
C -1.9364 1.8615 1.9811 -0.055 0.060 0.123 -0.080
S -1.5755 1.6642 0.2436 0.588 0.138 0.117 -0.068
C -1.1307 3.3844 -0.2159 -0.275 -0.422 0.099 -0.969
C 0.3433 3.6542 -0.2764 -0.263 -0.029 0.127 0.709
C 0.7431 4.9369 -0.5968 0.452 0.260 -0.133 -0.824
C 2.0917 5.2378 -0.7129 -0.305 -0.522 0.170 -0.584
C 3.0018 4.2286 -0.4330 -0.083 0.258 0.002 -0.950
C 2.5483 2.9799 -0.0528 0.188 -0.019 0.020 0.856
C 3.5362 1.9499 0.3881 0.110 -0.482 -0.100 -0.911
S 3.0243 0.2335 0.0058 -0.692 0.523 -0.033 -0.061
C 3.3373 0.1642 -1.7600 0.192 0.059 -0.067 -0.272
C 4.6547 -0.0120 -2.1557 -0.035 -0.019 -0.156 -0.698
C 4.9608 -0.1464 -3.4958 0.086 0.013 -0.028 -0.741
C 3.9380 -0.1444 -4.4368 0.125 -0.009 -0.069 -0.515
C 2.6288 0.0200 -4.0441 -0.049 0.055 0.198 -0.748
C 2.3027 0.1947 -2.6956 0.620 -0.198 0.033 1.113
S 0.6383 0.4487 -2.2628 -0.502 0.333 0.640 -0.479
N 1.2267 2.6640 -0.0219 0.679 1.637 -0.158 0.564
H -0.7870 1.1343 5.0582 0.014 -0.049 0.087 0.453
H -2.9789 2.0918 5.6679 -0.021 0.016 0.113 0.372
H -4.4901 2.9488 3.9005 -0.136 0.064 0.078 0.381
H -3.8070 2.7832 1.5323 -0.142 -0.005 -0.081 0.475
H -1.6195 4.0497 0.4980 0.063 0.120 -0.134 0.512
H -1.5759 3.5345 -1.2026 0.083 0.078 0.057 0.437
H -0.0064 5.6909 -0.7718 -0.120 0.076 -0.045 0.513
H 2.4202 6.2243 -0.9952 0.048 0.125 -0.041 0.433
H 4.0632 4.4182 -0.4910 0.053 -0.063 0.035 0.454
H 3.6090 1.9339 1.4805 0.001 0.139 -0.087 0.446
H 4.5213 2.1235 -0.0451 -0.024 0.158 0.103 0.508
H 5.4273 -0.0507 -1.4008 0.130 -0.021 0.036 0.472
H 5.9854 -0.2605 -3.8051 0.192 -0.062 -0.071 0.388
H 4.1652 -0.2810 -5.4842 0.053 0.004 -0.078 0.380
H 1.8247 0.0173 -4.7649 -0.048 0.004 -0.102 0.470
C 0.4360 -4.4737 0.5166 -0.137 0.163 -0.215 -1.715
C 0.7241 -3.2066 -0.2867 0.314 -0.091 -0.141 0.943
C 2.2104 -2.8900 -0.1845 -0.109 -0.010 -0.141 -1.238
C -0.1359 -2.0245 0.1895 -0.662 0.231 -0.464 0.255
H 1.0098 -5.3046 0.1089 0.020 -0.066 0.009 0.443
H -0.6171 -4.7367 0.4682 -0.068 -0.125 0.033 0.356
H 0.7236 -4.3398 1.5582 -0.015 0.017 0.140 0.398
H 0.4898 -3.4107 -1.3406 0.056 0.082 0.213 0.317
H 2.4798 -2.6606 0.8464 0.084 0.060 0.065 0.314
H 2.4673 -2.0440 -0.8178 0.027 -0.057 -0.050 -0.009
H 2.8009 -3.7402 -0.5189 0.085 -0.106 0.008 0.584
H 0.5138 -1.1146 0.2966 0.318 -1.927 0.291 -0.766
H -0.5847 -2.2122 1.1629 -0.050 0.243 0.023 0.854
Te -1.6753 -1.4372 -1.2248 -0.616 -0.857 0.232 0.556
C -3.3296 -2.5630 -0.4342 0.338 0.229 -0.114 0.359
C -3.2512 -3.5612 0.5230 0.275 0.063 0.030 0.030
C -4.3739 -4.2880 0.8770 -0.059 -0.104 0.091 -0.751
C -5.5928 -4.0157 0.2844 -0.172 -0.087 0.057 -0.433
C -5.6925 -2.9864 -0.6375 -0.130 -0.041 -0.024 -0.618
C -4.5700 -2.2648 -0.9899 0.287 0.122 -0.097 -0.650
H -2.3088 -3.7812 1.0005 0.054 -0.044 0.049 0.294
H -4.2915 -5.0758 1.6141 0.000 -0.023 0.029 0.374
H -6.4629 -4.6015 0.5427 -0.081 -0.004 0.043 0.367
H -6.6468 -2.7480 -1.0842 -0.081 0.009 -0.047 0.376
H -4.6392 -1.4599 -1.7094 -0.133 0.063 -0.104 0.307
```
Positions in Å, forces in eV/Å.

The lowest unoccupied orbital energy (alpha / beta) is -0.63 / -0.56 eV. The gap between HOMO and LUMO (alpha / beta) comes out at 5.65 / 5.52 eV.


Record 3
# C29H30AsIrN4S4Se

A structure of composition C29H30AsIrN4S4Se (the ωB97M-V functional and the def2-TZVPD basis, OMol25).

Geometry as XYZ:
```
70
Properties=species:S:1:pos:R:3:forces:R:3:mulliken_spin:R:1
Ir 0.4911 0.1602 0.6979 0.007 0.343 0.436 1.245
S 1.9032 1.4694 1.8900 0.281 0.113 -0.113 0.236
S 1.0250 3.2918 2.1493 0.242 0.187 -0.015 0.125
S -0.8396 2.8594 2.8198 -0.225 0.080 0.218 0.348
S -1.3640 1.1382 2.0274 -0.191 -0.297 -0.280 0.452
C -4.5013 -1.2810 -1.8722 0.086 0.005 -0.001 0.059
C -4.0805 -0.2294 -1.0739 0.041 0.024 0.047 -0.036
C -2.7402 -0.0799 -0.7431 -0.135 0.061 -0.026 0.099
C -1.7775 -0.9819 -1.1908 0.357 0.077 0.072 -0.118
C -2.2025 -2.0277 -2.0208 -0.162 -0.134 0.005 0.097
C -3.5432 -2.1693 -2.3445 0.065 -0.047 -0.009 -0.026
N -0.4109 -0.8569 -0.8311 -0.599 -0.503 -0.519 0.254
N 0.3761 -1.6220 -1.6448 0.252 0.352 0.454 0.513
C 1.6855 -1.4721 -1.3403 -0.118 -0.309 -0.343 -0.046
C 2.6479 -2.1544 -2.1116 0.104 -0.011 0.013 0.159
C 3.9844 -2.0598 -1.7848 -0.043 0.008 0.008 -0.100
C 4.3788 -1.2932 -0.6860 -0.066 0.000 0.001 0.190
C 3.4269 -0.6116 0.0728 0.014 -0.080 -0.140 -0.085
C 2.0745 -0.6742 -0.2450 0.223 0.102 0.217 0.150
H -5.5448 -1.3984 -2.1331 0.008 -0.005 0.011 0.005
H -4.7957 0.4978 -0.7075 0.022 -0.003 -0.010 -0.001
H -2.4476 0.7822 -0.1702 0.050 0.110 0.093 0.004
H -1.4707 -2.7267 -2.3945 -0.044 0.014 -0.010 0.017
H -3.8411 -2.9962 -2.9786 0.004 0.010 0.004 -0.001
H 2.3097 -2.7454 -2.9538 0.012 0.010 0.016 0.003
H 4.7252 -2.5828 -2.3773 -0.006 0.011 0.015 -0.004
H 5.4261 -1.2247 -0.4165 -0.019 -0.011 -0.013 0.013
H 3.7747 -0.0342 0.9214 -0.020 0.019 0.006 -0.001
C 1.3065 -3.5371 2.6447 0.139 -0.050 -0.009 0.038
As 0.2687 -1.9192 2.4052 -0.254 0.098 -0.314 0.178
C -0.1224 -1.5122 4.2600 0.081 0.007 0.093 0.038
C -1.4097 -2.7182 1.7470 -0.114 -0.055 0.145 0.040
C -2.1747 -3.4789 2.7879 -0.024 -0.023 -0.168 -0.021
C -2.0290 -4.8578 2.9200 0.025 -0.020 0.065 0.008
C -2.7321 -5.5600 3.8914 0.019 0.032 -0.013 -0.002
C -3.5979 -4.8924 4.7450 0.007 0.053 -0.030 0.004
C -3.7572 -3.5168 4.6180 0.036 -0.032 -0.017 0.000
C -3.0519 -2.8188 3.6493 -0.029 -0.025 -0.011 0.009
H 0.6891 -4.2638 3.1731 0.057 -0.043 0.014 0.008
H 2.1964 -3.3126 3.2296 0.018 -0.018 0.000 -0.002
H 1.6071 -3.9284 1.6746 -0.006 -0.003 -0.011 0.000
H -0.6220 -2.3603 4.7248 0.012 0.008 0.064 0.001
H -0.7478 -0.6250 4.3358 -0.007 -0.011 -0.019 -0.004
H 0.8274 -1.3205 4.7588 -0.015 0.024 0.025 0.002
H -1.0976 -3.3591 0.9208 -0.023 -0.012 -0.029 0.001
H -2.0106 -1.9209 1.3085 0.003 0.027 0.074 -0.011
H -1.3652 -5.3889 2.2464 -0.028 0.004 -0.001 0.001
H -2.6081 -6.6325 3.9734 -0.003 0.008 0.000 0.000
H -4.1529 -5.4395 5.4964 0.014 0.015 -0.005 0.000
H -4.4369 -2.9873 5.2739 0.004 -0.004 -0.010 0.000
H -3.1857 -1.7464 3.5497 -0.003 -0.019 -0.003 -0.002
C -0.7998 4.9113 -3.4220 0.147 -0.012 0.063 -0.004
N 0.5104 4.6503 -2.8528 -0.131 0.096 -0.115 -0.007
C 0.7975 3.6694 -1.9620 0.234 0.021 0.071 0.018
Se -0.3328 2.4312 -1.2223 -0.169 0.115 -0.218 0.157
N 2.1243 3.7649 -1.7069 0.121 -0.062 0.083 -0.005
C 2.7010 4.8058 -2.4251 -0.041 -0.224 0.217 0.004
C 3.9910 5.2980 -2.4848 0.074 0.037 -0.049 0.000
C 4.2067 6.3901 -3.3147 -0.060 -0.003 -0.008 0.000
C 3.1660 6.9618 -4.0513 -0.003 -0.035 0.031 0.000
C 1.8717 6.4612 -3.9850 0.071 0.048 -0.064 0.003
C 1.6658 5.3727 -3.1572 -0.300 -0.062 0.012 -0.005
H -1.5017 4.2067 -2.9857 -0.012 -0.016 0.007 0.006
H -0.7699 4.7743 -4.5023 0.003 -0.001 -0.016 -0.001
H -1.1097 5.9296 -3.1895 0.000 0.010 0.005 -0.002
H 2.5806 3.1194 -1.0822 0.031 -0.009 0.003 -0.001
H 4.7961 4.8522 -1.9156 -0.023 0.014 -0.005 0.000
H 5.2020 6.8068 -3.3897 -0.011 0.003 -0.012 0.000
H 3.3719 7.8130 -4.6861 0.002 -0.008 0.002 0.000
H 1.0655 6.9003 -4.5576 0.017 0.001 0.019 0.000
```
Positions in Å, forces in eV/Å.

The lowest unoccupied orbital energy (alpha / beta) is 0.19 / -2.08 eV. As for the spin multiplicity: 5. The gap between HOMO and LUMO (alpha / beta) comes out at 5.97 / 5.17 eV.